1.
{"formula": "C8H8N2O3P", "method": "ωB97M-V/def2-TZVPD", "symbols": ["C", "C", "C", "C", "C", "C", "C", "C", "N", "N", "O", "O", "O", "P", "H", "H", "H", "H", "H", "H", "H", "H"], "positions_angstrom": [[-2.966, -1.350, 0.138], [-1.930, -2.251, -0.118], [-2.708, -0.017, 0.363], [-0.612, -1.843, -0.174], [-0.778, 1.705, 0.405], [-1.387, 0.424, 0.309], [-0.341, -0.498, 0.025], [0.539, 1.470, 0.186], [0.846, 0.187, -0.073], [1.706, 2.872, -0.172], [2.367, -1.884, -0.650], [3.265, 0.471, -0.955], [2.938, -0.390, 1.410], [2.457, -0.570, 0.028], [-3.990, -1.705, 0.147], [-2.171, -3.289, -0.297], [-3.508, 0.688, 0.552], [0.194, -2.526, -0.380], [-1.251, 2.649, 0.592], [1.708, 3.328, 0.739], [3.057, 0.196, -1.847], [2.566, 2.335, -0.227]], "atomic_forces_ev_per_a": [[-0.32, -0.04, 0.03], [0.02, -0.06, -0.02], [0.02, 0.04, 0.00], [0.03, -0.24, 0.02], [0.25, 0.01, 0.16], [0.20, -0.34, -0.04], [-1.04, -0.18, -0.05], [2.72, 4.90, -1.08], [0.87, -0.47, -0.03], [-3.09, -3.68, 1.02], [-0.28, 0.16, -0.13], [-0.11, -0.07, 0.55], [-0.01, 0.26, -0.11], [0.39, -0.06, 0.15], [0.00, -0.03, 0.03], [0.01, -0.13, 0.00], [-0.05, -0.01, 0.02], [0.10, -0.10, -0.06], [-0.02, 0.21, -0.09], [0.07, -0.14, 0.05], [0.02, -0.05, -0.46], [0.22, 0.00, 0.04]], "orbital_gap_ev": 8.16, "e_lumo_ev": 3.52, "total_energy_ha": -986.40579, "homo_energy_ev": -4.64, "charge": -1, "relative_energy_kj_mol": 28.4}

***

2.
{"formula": "C8H8N4", "method": "ωB97M-V/def2-TZVPD", "symbols": ["C", "C", "C", "C", "C", "C", "C", "C", "N", "N", "N", "N", "H", "H", "H", "H", "H", "H", "H", "H"], "positions_angstrom": [[-3.083, 0.630, 0.296], [-2.946, -0.721, 0.416], [-1.828, 1.172, 0.039], [-1.643, -1.001, 0.205], [2.757, 1.272, 0.322], [1.387, 1.172, 0.467], [3.228, -0.021, 0.130], [0.515, 0.232, -0.117], [2.501, -0.971, -0.279], [0.531, -1.855, -1.253], [1.190, -0.869, -0.701], [-0.849, 0.135, -0.038], [-4.043, 1.159, 0.148], [-3.761, -1.533, 0.531], [-1.581, 2.153, -0.123], [-1.387, -2.078, -0.016], [3.361, 2.190, -0.060], [0.809, 2.029, 1.004], [4.244, -0.230, 0.240], [0.597, -2.865, -1.211]], "atomic_forces_ev_per_a": [[-0.02, 3.41, -1.03], [-1.03, -3.04, 0.21], [-0.53, -2.11, 0.31], [1.19, -3.54, -0.54], [0.58, 0.58, -1.42], [-4.01, 3.43, 0.14], [0.22, 2.71, -0.58], [2.63, -1.06, 0.17], [-1.73, -4.47, -1.86], [-0.94, 3.06, -0.30], [0.26, -1.86, 2.01], [-3.91, 0.31, 0.76], [0.91, -0.10, 0.56], [1.61, 1.66, -0.19], [0.72, 2.09, -0.34], [0.52, 1.87, 0.63], [-1.13, -1.45, 2.00], [1.01, -1.32, -1.22], [1.57, -0.62, 0.21], [2.07, 0.44, 0.50]], "orbital_gap_ev": [7.53, 7.32], "e_lumo_ev": [-0.45, -0.32], "total_energy_ha": -528.44467, "homo_energy_ev": [-7.98, -7.64], "relative_energy_kj_mol": 649.0}

***

3.
{"formula": "C8H8N4", "method": "ωB97M-V/def2-TZVPD", "symbols": ["C", "C", "C", "N", "C", "N", "C", "C", "C", "N", "C", "N", "H", "H", "H", "H", "H", "H", "H", "H"], "positions_angstrom": [[0.278, 2.514, 0.043], [1.208, 1.797, -0.663], [1.297, 0.425, -0.505], [2.379, -0.136, -0.022], [2.071, -1.211, 0.701], [0.790, -1.380, 0.693], [0.133, -0.554, -0.207], [-0.928, -1.427, -0.960], [-2.202, -1.127, -0.175], [-2.210, -0.131, 0.574], [-1.018, 0.549, 0.547], [-0.852, 1.793, 0.571], [0.248, 3.585, 0.072], [2.109, 2.295, -0.887], [2.997, -1.805, 1.136], [0.229, -2.177, 1.216], [-0.754, -2.604, -0.792], [-1.082, -1.184, -2.071], [-3.164, -1.578, -0.319], [-1.526, 2.358, 1.049]], "atomic_forces_ev_per_a": [[0.27, -2.35, -1.73], [-1.30, 2.58, 1.38], [-0.22, -3.86, 0.61], [0.90, 1.79, -0.59], [3.35, -0.52, -0.18], [-2.44, -4.60, 3.33], [-2.13, 2.99, 0.45], [-0.34, -1.75, -0.32], [0.26, -0.65, -2.00], [0.59, 3.27, 2.54], [0.42, -4.79, -2.34], [1.36, 2.37, 0.43], [-0.05, 0.29, 0.42], [0.93, 0.69, -0.74], [-2.64, 0.82, -0.47], [1.87, 1.93, -1.39], [0.03, 2.66, -0.89], [0.38, -0.44, 1.54], [-0.15, -0.94, -0.23], [-1.07, 0.50, 0.19]], "orbital_gap_ev": 8.36, "e_lumo_ev": -10.29, "total_energy_ha": -527.89308, "homo_energy_ev": -18.66, "charge": 2, "relative_energy_kj_mol": 0.0, "smiles": "C1=CC2=NC=[NH+][C@]23CC=NC3=[NH+]1"}